Entry from the OMol25 dataset: 11 unconnected molecules or ions with the total composition C38H106N8O11 (ωB97M-V with the def2-TZVPD basis set).

Output
- calculated total energy (Eh) = -2776.8750
- max |F| (eV/A) = 2.8
- gap between HOMO and LUMO (eV) = 8.985
- energy above the lowest of the compared OMol25 structures with the same formula, charge and spin (kcal/mol) = 50.94
- LUMO level (Ha) = 0.016
- total charge = 0

Last column: Mulliken charge in e.
Element x y z (Å)
1 C 14.299 18.829 15.326  -0.591
2 O 13.208 18.994 16.138  -0.188
3 C 11.983 19.263 15.466  -0.434
4 C 10.844 19.775 16.305  0.126
5 C 10.517 18.834 17.481  -0.297
6 N 9.763 20.134 15.456  -0.693
7 H 14.500 19.674 14.653  0.498
8 H 14.166 17.950 14.623  0.298
9 H 15.148 18.690 16.007  -0.179
10 H 12.238 19.907 14.645  0.411
11 H 11.654 18.298 15.002  -0.106
12 H 11.197 20.736 16.716  0.382
13 H 9.736 19.302 18.074  0.449
14 H 11.445 18.810 18.100  -0.068
15 H 10.242 17.878 17.137  -0.190
16 H 9.098 20.713 15.954  0.315
17 H 9.331 19.285 15.121  0.225
18 C 9.230 15.149 15.309  -0.510
19 O 9.107 13.939 16.144  -0.429
20 C 9.172 14.281 17.503  0.639
21 C 9.270 12.969 18.260  -0.084
22 C 9.516 13.300 19.720  -1.059
23 N 10.222 12.075 17.707  -0.371
24 H 9.247 14.890 14.313  0.297
25 H 10.162 15.633 15.500  0.032
26 H 8.373 15.858 15.345  0.351
27 H 10.108 14.834 17.600  -0.723
28 H 8.333 14.934 17.805  0.513
29 H 8.316 12.582 17.958  0.557
30 H 8.630 13.797 20.192  0.476
31 H 10.353 14.025 19.729  -0.088
32 H 9.772 12.395 20.346  0.297
33 H 11.158 12.411 17.772  -0.312
34 H 9.953 11.954 16.722  0.405
35 C 16.648 15.057 14.004  0.152
36 O 16.633 15.216 12.599  -0.528
37 C 16.239 16.542 12.304  0.109
38 C 16.242 16.743 10.821  0.260
39 C 15.687 18.115 10.421  -1.457
40 N 15.444 15.672 10.277  -0.556
41 H 16.882 13.995 14.185  -0.016
42 H 15.735 15.324 14.446  0.072
43 H 17.387 15.635 14.534  0.090
44 H 15.276 16.805 12.756  -0.289
45 H 16.973 17.260 12.699  0.339
46 H 17.312 16.654 10.480  0.275
47 H 16.214 18.960 10.880  0.390
48 H 14.612 18.256 10.679  0.311
49 H 15.804 18.307 9.306  0.356
50 H 15.312 15.715 9.259  0.225
51 H 15.840 14.764 10.515  0.193
52 C 12.839 14.369 25.683  -0.637
53 O 12.358 13.366 24.841  -0.364
54 C 13.415 12.703 24.113  -0.992
55 C 14.102 13.513 23.043  0.502
56 C 13.052 13.982 22.061  0.730
57 N 15.308 12.897 22.456  -0.314
58 H 13.614 14.028 26.380  0.348
59 H 11.933 14.696 26.261  0.246
60 H 13.206 15.272 25.133  0.203
61 H 14.188 12.382 24.813  0.490
62 H 12.928 11.780 23.742  0.141
63 H 14.549 14.446 23.505  0.267
64 H 12.696 13.132 21.417  -0.197
65 H 13.398 14.716 21.318  -0.647
66 H 12.206 14.529 22.540  -0.245
67 H 15.998 12.750 23.196  0.341
68 H 15.106 11.948 22.187  -0.001
69 C 13.958 19.254 20.661  -0.813
70 O 12.991 18.253 20.786  0.075
71 C 12.429 17.930 22.023  -1.039
72 C 11.096 17.234 21.893  2.134
73 C 10.074 18.150 21.212  -1.313
74 N 10.620 16.781 23.205  -0.767
75 H 14.971 18.977 20.953  0.254
76 H 13.638 20.205 21.111  0.364
77 H 14.039 19.393 19.579  0.153
78 H 13.066 17.273 22.632  0.146
79 H 12.247 18.857 22.633  0.355
80 H 11.169 16.426 21.129  -0.854
81 H 10.504 18.385 20.244  -0.003
82 H 9.851 19.066 21.722  0.418
83 H 9.218 17.526 20.996  0.524
84 H 10.978 15.900 23.446  0.278
85 H 9.629 16.658 23.148  0.297
86 C 18.299 9.705 16.020  -0.718
87 O 18.786 10.997 15.895  -0.394
88 C 18.078 11.996 16.605  0.271
89 C 18.963 13.270 16.585  0.152
90 C 20.349 12.936 17.218  -1.559
91 N 18.366 14.429 17.251  -0.214
92 H 17.517 9.489 15.282  0.235
93 H 17.789 9.548 17.000  0.256
94 H 19.203 9.136 15.934  0.318
95 H 17.111 12.193 16.180  -0.213
96 H 17.912 11.673 17.678  0.306
97 H 19.111 13.511 15.523  0.448
98 H 21.017 13.732 16.969  0.409
99 H 20.629 11.970 16.782  0.364
100 H 20.234 12.823 18.283  0.332
101 H 18.048 14.060 18.131  0.045
102 H 17.586 14.816 16.762  -0.005
103 C 14.813 11.539 17.122  -1.615
104 O 13.552 11.842 17.732  0.070
105 C 13.600 11.712 19.129  1.374
106 C 13.741 10.295 19.642  -0.173
107 C 12.689 9.395 19.153  -1.589
108 N 13.790 10.334 21.154  -0.421
109 H 15.010 10.473 17.272  0.282
110 H 15.600 12.106 17.545  0.490
111 H 14.687 11.745 16.074  0.499
112 H 14.477 12.299 19.486  -0.291
113 H 12.657 12.132 19.470  -0.396
114 H 14.715 9.935 19.282  0.380
115 H 12.838 8.410 19.579  0.493
116 H 12.737 9.244 18.059  0.294
117 H 11.658 9.787 19.244  0.262
118 H 14.560 9.755 21.501  0.275
119 H 12.938 9.987 21.655  0.234
120 C 12.765 13.228 14.823  -0.365
121 O 11.986 13.541 13.667  -0.521
122 C 12.615 14.600 12.944  -0.168
123 C 11.640 15.190 11.920  0.499
124 C 10.899 14.187 11.005  -1.543
125 N 12.500 16.069 11.090  -0.438
126 H 12.850 14.070 15.528  0.036
127 H 13.760 12.946 14.480  0.274
128 H 12.316 12.374 15.293  0.267
129 H 12.875 15.432 13.640  -0.059
130 H 13.523 14.251 12.442  0.410
131 H 10.869 15.780 12.435  -0.015
132 H 10.292 14.755 10.269  0.417
133 H 10.238 13.575 11.619  0.334
134 H 11.635 13.583 10.514  0.333
135 H 13.417 15.639 10.971  0.128
136 H 12.076 16.231 10.191  0.270
137 C 17.467 17.901 16.781  -0.285
138 C 18.429 18.758 15.991  -0.656
139 O 18.878 18.046 14.883  -0.494
140 H 17.989 17.124 17.311  0.527
141 H 16.856 17.368 16.047  -0.221
142 H 16.868 18.545 17.452  0.305
143 H 19.216 19.279 16.536  0.346
144 H 17.832 19.575 15.471  0.223
145 H 19.418 17.281 15.183  0.304
146 C 17.444 15.564 21.028  -1.551
147 C 16.097 15.573 20.267  0.741
148 O 15.653 14.318 19.878  0.077
149 H 17.293 14.975 21.947  0.310
150 H 17.669 16.513 21.427  0.497
151 H 18.252 15.159 20.423  0.246
152 H 16.186 16.144 19.343  -0.259
153 H 15.264 16.123 20.757  -0.121
154 H 15.578 13.718 20.652  -0.312
155 C 12.652 15.640 18.450  1.619
156 C 13.697 16.024 17.416  -0.718
157 O 14.652 15.020 17.213  2.064
158 H 11.806 16.356 18.399  0.230
159 H 13.089 15.571 19.434  -0.466
160 H 12.318 14.660 18.224  -1.142
161 H 14.251 16.971 17.774  -0.142
162 H 13.253 16.231 16.440  0.110
163 H 14.788 14.578 18.036  -1.246